C48H144N8O28 | ωB97M-V/def2-TZVPD

Geometry as XYZ:
```
228
Properties=species:S:1:pos:R:3:forces:R:3:lowdin_charge:R:1
C -2.09041 0.03688 2.49816 0.4 -1.1 1.2 -0.108
O -3.22880 0.66556 2.00416 0.1 0.0 -0.4 -0.213
C -3.06176 2.05797 1.97300 -0.5 0.4 -0.6 -0.206
C -4.44668 2.66629 1.75386 1.6 0.1 -0.7 -0.206
N -4.44178 4.08396 1.85817 -0.2 1.3 0.8 -0.056
C -4.30447 4.63516 3.19464 -0.9 1.0 -0.8 -0.195
C -4.89359 6.06453 3.23172 0.6 -1.1 1.5 -0.242
O -4.11541 6.98057 2.54051 0.8 0.1 -0.7 -0.196
C -4.79470 8.15898 2.15950 0.2 -0.3 -0.8 -0.098
H -1.79311 0.46305 3.47637 -0.2 -0.2 -0.2 0.100
H -1.20276 0.11564 1.86788 -0.2 0.0 -0.4 0.077
H -2.38256 -1.01741 2.64038 0.5 0.3 0.0 0.107
H -2.39654 2.38733 1.15696 0.1 -0.2 0.2 0.127
H -2.62347 2.35769 2.93328 -0.1 0.3 -0.1 0.120
H -5.08180 2.16105 2.43353 -0.9 0.1 1.3 0.112
H -4.88314 2.38585 0.81531 0.2 -0.3 -0.9 0.118
H -3.94591 4.67451 1.20526 0.1 -0.7 -0.5 0.115
H -3.30835 4.73306 3.62597 0.4 -0.5 0.0 0.101
H -4.93232 3.97008 3.77558 0.0 0.2 0.8 0.121
H -4.92496 6.32333 4.30273 -0.3 0.3 -0.1 0.127
H -5.86190 6.03182 2.80454 -1.3 0.0 -0.3 0.104
H -4.10408 8.70969 1.50328 -0.3 -0.1 0.3 0.095
H -5.04679 8.76640 3.01563 -0.1 0.3 0.4 0.080
H -5.71351 7.92599 1.58835 0.3 0.1 0.2 0.095
C -0.41553 3.90425 -7.57392 -0.2 0.1 0.7 -0.095
O 0.50844 4.51072 -6.65134 -0.3 -0.3 0.0 -0.183
C 0.18931 4.27921 -5.26621 0.2 -0.7 -0.7 -0.221
C 1.32214 4.62723 -4.35146 1.2 0.9 0.2 -0.208
N 1.60695 6.07224 -4.40090 -1.1 -1.1 -0.9 -0.051
C 2.63180 6.63654 -3.58786 0.1 -0.3 0.2 -0.223
C 2.88942 8.01409 -4.12166 -0.7 0.4 0.5 -0.263
O 3.30017 7.86950 -5.43724 0.2 0.2 -1.1 -0.188
C 3.32068 9.11233 -6.10184 2.7 0.2 0.4 -0.104
H -0.52435 2.80990 -7.48530 0.5 0.2 0.3 0.075
H -0.15572 4.12090 -8.60884 0.4 0.2 0.2 0.086
H -1.40560 4.30377 -7.39237 -0.4 0.2 0.0 0.077
H 0.04069 3.20084 -5.14732 -0.4 -0.1 0.1 0.106
H -0.68455 4.83879 -4.89321 0.0 -0.1 -0.6 0.134
H 2.22454 3.97588 -4.48585 -0.4 0.4 -0.3 0.124
H 0.96543 4.36553 -3.36104 -0.1 0.0 0.4 0.096
H 1.73102 6.36297 -5.36939 0.1 -0.2 0.3 0.111
H 3.57449 6.07077 -3.61191 0.2 -0.1 -0.1 0.119
H 2.31192 6.66215 -2.55143 -0.1 0.2 0.3 0.116
H 3.55670 8.60187 -3.50542 0.8 0.0 0.2 0.120
H 1.99241 8.62790 -4.15890 -0.7 -0.2 0.4 0.122
H 3.83017 8.95679 -7.05085 -0.6 -0.1 -0.3 0.088
H 4.08112 9.73237 -5.56779 -0.7 0.2 -0.1 0.097
H 2.39375 9.65797 -6.19345 -0.6 -0.2 0.1 0.087
C 7.41221 2.55432 2.41501 0.9 -0.7 0.7 -0.093
O 6.78630 1.29635 2.60506 0.0 0.1 0.4 -0.182
C 6.54467 0.52859 1.46295 -1.0 -0.4 -1.0 -0.238
C 5.48770 -0.54028 1.75276 -0.8 1.0 -0.5 -0.150
N 4.19200 0.10222 2.16722 1.9 -0.4 -1.1 -0.074
C 3.24423 -0.90254 2.54306 0.1 -0.9 0.7 -0.214
C 2.09554 -0.22854 3.25579 0.2 -0.7 0.9 -0.220
O 2.66308 0.42842 4.38529 -0.6 1.1 0.2 -0.199
C 1.77093 1.43698 4.94711 1.3 -1.3 -0.5 -0.054
H 8.22644 2.52972 1.69387 0.2 -0.3 -0.2 0.086
H 7.85189 2.84529 3.38467 -0.3 -0.1 -0.4 0.100
H 6.73093 3.30239 2.09220 -0.9 0.7 -0.3 0.055
H 7.42166 -0.00600 1.10435 0.5 0.1 0.0 0.119
H 6.15512 1.12707 0.62393 0.2 0.2 0.2 0.126
H 5.88023 -1.19228 2.52133 -0.1 -0.4 0.5 0.111
H 5.28747 -1.16263 0.84076 0.3 0.6 0.7 0.140
H 4.38011 0.69911 2.95933 0.1 0.0 0.3 0.104
H 3.76460 -1.66385 3.19565 -0.8 0.5 -0.2 0.139
H 2.88761 -1.47961 1.68781 0.0 0.2 -0.1 0.096
H 1.39218 -1.01445 3.60120 0.0 0.4 -0.3 0.107
H 1.59924 0.50837 2.62456 -0.1 0.0 -0.2 0.106
H 1.37333 2.08903 4.19790 0.1 0.7 -0.7 0.068
H 2.32984 1.98619 5.70205 -0.1 -0.1 0.0 0.090
H 0.92958 0.90981 5.32739 -0.9 -0.4 1.0 0.064
C -7.39186 -7.25391 -2.72493 -0.2 1.3 -0.1 -0.123
O -5.99894 -7.02026 -2.74968 0.6 -0.3 0.3 -0.193
C -5.34671 -6.96346 -1.44802 0.0 -0.9 -1.4 -0.183
C -3.85941 -6.99073 -1.65148 0.3 -0.3 -2.0 -0.188
N -3.51156 -5.72242 -2.31882 1.5 -0.1 -0.5 -0.085
C -2.02177 -5.61430 -2.31448 -0.9 1.2 -2.8 -0.170
C -1.60179 -4.47963 -3.30794 0.0 -1.3 -0.1 -0.193
O -1.81987 -5.03981 -4.62071 0.5 1.3 -0.5 -0.227
C -1.40894 -4.09048 -5.69588 -0.1 -0.8 2.5 -0.031
H -7.79289 -7.37871 -3.74838 0.6 0.1 0.4 0.092
H -7.92439 -6.39421 -2.26367 0.2 -0.3 -0.2 0.091
H -7.65458 -8.12859 -2.16728 -0.1 -0.8 0.5 0.067
H -5.67184 -7.78176 -0.84254 -0.4 -0.6 0.6 0.115
H -5.52553 -6.02356 -1.01000 -0.8 1.2 0.9 0.100
H -3.54169 -7.79907 -2.34383 -0.5 -0.1 0.4 0.133
H -3.22511 -7.15077 -0.77889 -0.5 0.4 0.4 0.111
H -3.77423 -5.77548 -3.31727 -0.1 0.0 0.8 0.129
H -1.57778 -6.51145 -2.73418 0.3 -0.4 0.3 0.120
H -1.72763 -5.40360 -1.33280 0.8 0.2 1.5 0.084
H -0.53935 -4.17719 -3.18465 -0.5 -0.2 0.0 0.115
H -2.27307 -3.62413 -3.17778 0.1 0.2 0.1 0.108
H -1.74314 -3.07841 -5.34756 0.3 -0.7 -0.9 0.069
H -1.87643 -4.48332 -6.58645 -0.2 0.4 -0.3 0.079
H -0.30839 -4.14737 -5.78339 -0.4 0.3 0.0 0.092
C 3.91900 -5.78032 7.41551 0.8 1.5 0.3 -0.103
O 2.98094 -5.70703 6.36849 0.1 -0.1 0.5 -0.225
C 1.88862 -6.51977 6.66506 -1.0 0.0 0.1 -0.251
C 0.84511 -6.28604 5.59521 0.5 0.7 0.3 -0.155
N 0.59845 -4.85753 5.37229 -0.8 -0.3 -0.2 -0.084
C 0.42704 -3.96863 6.50964 0.7 -0.3 0.8 -0.185
C -0.00549 -2.57642 6.09752 -0.3 -1.2 -1.9 -0.288
O -0.30260 -1.76443 7.13682 0.8 1.7 2.6 -0.168
C 0.84558 -1.41941 7.97488 -0.2 0.9 -1.2 -0.061
H 4.53418 -4.87827 7.30281 0.1 -0.3 0.1 0.103
H 4.56541 -6.63332 7.27904 0.1 -0.5 0.3 0.091
H 3.48094 -5.71572 8.43089 -0.1 -0.3 -0.5 0.103
H 1.51136 -6.28080 7.66059 -0.2 0.4 0.2 0.116
H 2.12908 -7.56953 6.74378 0.4 -0.6 -0.3 0.127
H -0.09256 -6.77481 5.89968 0.3 -0.2 -0.6 0.132
H 1.33333 -6.59183 4.64996 -1.0 -0.6 0.3 0.137
H 1.29091 -4.58356 4.70498 0.4 0.9 0.0 0.103
H 1.34758 -3.86705 7.12403 -0.2 -0.2 -0.3 0.115
H -0.33734 -4.38023 7.19031 0.1 0.0 -0.3 0.144
H -0.93098 -2.65738 5.52455 -0.1 -0.1 -0.1 0.116
H 0.71400 -2.14120 5.39197 0.4 0.1 0.1 0.115
H 0.64127 -0.46859 8.50983 -0.2 -0.6 -0.5 0.094
H 1.73171 -1.25587 7.31328 -0.5 -0.1 0.5 0.101
H 1.06975 -2.17236 8.71376 0.0 -0.4 0.2 0.072
C 0.02161 -0.49145 -5.33753 0.0 -1.5 -1.0 -0.103
O -1.28419 -0.61273 -5.88038 -1.2 -0.2 0.9 -0.224
C -2.36273 -0.37437 -4.94614 0.5 2.1 -1.3 -0.214
C -3.69868 -0.58823 -5.69189 0.9 0.3 0.1 -0.199
N -3.78897 -0.03215 -7.03386 0.2 -0.5 0.4 -0.058
C -3.65799 1.40856 -7.13798 -0.5 0.8 -0.3 -0.210
C -4.08926 1.82876 -8.52488 -0.2 0.2 0.1 -0.240
O -4.20204 3.24505 -8.58985 -0.3 -1.0 1.0 -0.188
C -4.82674 3.59262 -9.76518 -0.8 0.7 -1.5 -0.159
H 0.63606 -1.14355 -6.01911 -0.2 0.9 0.7 0.109
H 0.10243 -0.93928 -4.34068 -0.1 0.2 0.0 0.069
H 0.33518 0.54443 -5.35033 0.3 0.2 0.2 0.063
H -2.26359 0.68096 -4.54730 -0.1 -0.8 -0.4 0.127
H -2.37332 -1.03416 -4.10557 0.5 -0.7 0.7 0.086
H -4.49154 -0.13856 -5.10547 -0.3 -0.1 0.3 0.112
H -3.79993 -1.67509 -5.71131 -0.5 0.1 -0.4 0.111
H -3.11297 -0.53373 -7.60618 -0.1 0.5 0.0 0.117
H -2.65043 1.85090 -7.04198 -0.1 -0.4 0.6 0.105
H -4.36566 1.94969 -6.46037 0.6 -0.7 -0.1 0.142
H -5.04420 1.34690 -8.81347 0.4 0.2 0.2 0.126
H -3.31346 1.58803 -9.22769 0.4 -0.8 -0.7 0.118
H -5.59914 2.87353 -10.14667 0.6 0.2 0.6 0.095
H -4.09534 3.71911 -10.58859 -0.3 0.1 0.2 0.093
H -5.36427 4.52031 -9.56264 0.2 0.2 -0.4 0.087
C 0.12181 1.75243 -1.93892 -0.9 -0.4 0.9 -0.067
O 0.57332 0.89967 -0.87423 0.5 1.2 -1.2 -0.184
C -0.05485 -0.32166 -0.99636 -1.1 -0.5 1.1 -0.254
C 0.55307 -1.19204 0.04915 -0.3 -0.7 0.1 -0.183
N -0.16814 -2.47424 0.06660 -0.8 1.1 -0.7 -0.032
C -0.23012 -3.12683 1.33188 0.1 -0.6 1.3 -0.209
C 0.76803 -4.21755 1.48573 1.1 -0.7 1.2 -0.216
O 2.09482 -3.69485 1.58290 0.2 -0.2 -0.5 -0.210
C 3.06694 -4.71246 1.83409 0.7 1.0 0.8 -0.092
H -0.95661 1.59282 -1.95200 -0.3 0.0 -0.7 0.088
H 0.59691 1.60699 -2.91016 0.0 -0.3 0.3 0.067
H 0.22006 2.74710 -1.58875 0.6 1.1 0.1 0.049
H -0.01491 -0.72721 -1.99705 0.3 -0.3 -0.4 0.122
H -1.13566 -0.25733 -0.71275 0.4 0.3 -0.4 0.115
H 0.46248 -0.64987 1.00864 0.2 -0.3 -0.2 0.095
H 1.59624 -1.30710 -0.19182 0.6 -0.4 0.1 0.120
H -1.14775 -2.24349 -0.13703 0.4 -0.1 -0.3 0.093
H -1.18267 -3.64645 1.43914 -0.2 0.2 -0.1 0.110
H -0.13536 -2.42877 2.20417 0.0 -0.3 -0.5 0.124
H 0.76178 -4.98879 0.72206 -0.4 0.1 -0.4 0.103
H 0.55571 -4.74307 2.42834 -0.2 0.0 0.0 0.113
H 2.69632 -5.71190 1.74574 -0.4 -0.5 -0.5 0.054
H 3.40850 -4.60183 2.86961 0.1 0.0 0.0 0.069
H 3.96540 -4.58113 1.20405 -0.5 0.0 0.0 0.099
C 4.02383 3.95611 2.82481 0.4 -0.6 0.2 -0.130
O 4.16124 5.26594 3.32894 -0.1 0.3 0.1 -0.192
C 3.58697 5.44228 4.62496 1.1 -0.1 -0.2 -0.220
C 2.25802 6.13574 4.53902 -1.3 0.4 1.0 -0.215
N 1.40336 5.57086 3.50071 0.9 -0.5 1.0 -0.059
C 0.04348 6.06184 3.49026 1.2 -0.3 -1.5 -0.192
C -0.64057 5.40091 2.34256 -1.1 0.1 -0.9 -0.240
O -0.01070 5.81763 1.16062 1.1 1.1 0.2 -0.176
C -0.17370 4.92788 0.11757 -0.9 -1.0 0.8 -0.110
H 2.98297 3.64979 2.72788 -0.1 -0.2 0.4 0.064
H 4.64095 3.24200 3.43976 -0.7 0.4 -0.5 0.102
H 4.38950 3.93378 1.80439 0.3 0.2 -0.1 0.075
H 4.32213 6.05007 5.19200 -0.5 -0.2 -0.1 0.128
H 3.52285 4.47194 5.12305 -0.2 -0.1 0.0 0.107
H 2.42503 7.23097 4.40080 -0.2 -0.4 0.1 0.123
H 1.70749 5.98660 5.52360 0.7 0.4 -0.9 0.136
H 1.87392 5.70763 2.61563 -0.4 0.1 -0.2 0.109
H 0.05563 7.13106 3.30573 -0.5 0.5 0.1 0.127
H -0.48979 5.82174 4.36917 -0.3 -0.2 1.3 0.109
H -1.68248 5.68484 2.26902 -0.6 0.6 0.2 0.099
H -0.73153 4.31819 2.32944 0.8 -0.5 0.7 0.112
H 0.48997 4.06464 0.21846 0.1 -0.1 0.0 0.087
H 0.00081 5.41971 -0.80896 0.1 0.4 -0.8 0.079
H -1.21626 4.58084 0.22021 0.1 -0.3 -0.9 0.084
O 2.51799 -2.77736 -4.40663 -0.1 1.7 0.1 -0.096
H 2.51343 -1.78885 -4.25371 0.1 -1.6 -0.1 0.035
H 2.24495 -3.15402 -3.55834 -0.1 0.0 0.2 -0.017
O -3.36081 -1.21207 -0.08813 0.1 0.2 0.7 -0.055
H -3.39612 -0.53628 0.63513 -0.2 -0.4 -0.7 0.033
H -3.48621 -0.72605 -0.90269 -0.1 0.1 -0.2 0.049
O -3.60863 -4.13591 -0.13760 0.2 -0.1 1.3 -0.061
H -3.65570 -4.45538 -1.04649 -0.3 -0.2 -0.8 -0.011
H -3.73896 -3.18819 -0.10541 0.0 0.4 -0.1 -0.001
O 1.93808 -7.01812 -0.00181 1.6 0.2 -0.8 -0.067
H 2.54857 -7.03712 -0.77822 -0.9 0.0 0.9 0.070
H 1.08539 -7.30228 -0.31429 -0.7 -0.4 -0.1 0.004
O -1.87132 -4.73884 4.06940 -0.3 0.2 0.4 -0.085
H -2.51354 -4.30398 4.65721 0.4 -0.3 -0.4 0.057
H -1.00461 -4.76309 4.55397 -0.1 0.0 -0.1 0.002
O 1.66770 -3.90264 -1.69334 -0.2 0.0 -0.6 -0.058
H 2.39731 -4.13597 -1.12101 0.1 0.0 0.3 0.031
H 0.94987 -3.57257 -1.11952 0.0 0.2 0.1 0.005
O 2.56601 0.85488 -3.68732 0.1 0.2 -0.2 -0.096
H 2.84289 1.50957 -2.99315 0.0 -0.4 -0.7 -0.002
H 2.84538 1.20746 -4.54827 0.0 -0.1 0.6 0.047
O 2.89691 1.96130 0.65177 1.0 0.6 0.5 -0.076
H 2.21613 1.47617 0.21647 -1.2 -0.6 -0.7 -0.006
H 3.43092 1.26491 1.12280 0.0 0.1 0.0 0.019
O -0.71392 -7.98832 0.98702 -1.3 -0.2 0.6 -0.100
H -1.50471 -7.38584 1.09897 0.9 -0.2 -0.1 0.002
H -0.98725 -8.75906 1.52678 0.4 0.5 -0.6 0.047
O 3.20736 2.79577 -1.92926 0.7 1.4 -0.3 -0.066
H 3.69470 3.60483 -2.19856 -0.5 -0.8 0.0 0.072
H 3.37446 2.73144 -0.97538 -0.2 -0.5 0.5 0.017
O -2.68245 -6.18045 1.77403 -0.1 -0.1 -0.3 -0.086
H -3.02873 -5.37496 1.34112 0.2 -0.2 0.1 0.017
H -2.32550 -5.93901 2.64377 -0.2 0.4 -0.1 0.008
O 5.23680 -5.93711 4.65424 0.4 1.1 0.4 -0.040
H 5.00977 -6.77329 4.29398 -0.2 -1.2 -0.6 0.021
H 4.44271 -5.67409 5.13614 -0.1 0.0 -0.1 -0.009
```
Forces are in eV/Å.

Calculated values
Multiplicity: 1
Energy: -4459.626278 hartree
LUMO: 0.3 eV